[1]
Computed, not measured: a 11-piece molecular cluster, C16H11Cl40IO3S overall, with wB97M-V/def2-TZVPD.

Geometry (Å):
C (0.43, 6.17, 0.41)
C (-0.08, 7.07, 1.25)
C (-0.89, 6.73, 2.47)
O (-1.25, 5.34, 2.57)
S (-2.80, 5.07, 2.12)
O (-2.88, 5.34, 0.70)
O (-2.78, 3.47, 2.32)
C (-1.57, 2.70, 2.45)
C (-0.85, 2.45, 1.12)
C (-0.33, 1.00, 1.02)
I (-0.87, 0.07, -0.83)
H (-0.11, 5.25, 0.23)
H (1.36, 6.35, -0.11)
H (0.07, 8.13, 1.09)
H (-1.78, 7.37, 2.55)
H (-0.26, 6.93, 3.33)
H (-0.91, 3.11, 3.20)
H (-1.92, 1.73, 2.83)
H (-1.53, 2.63, 0.29)
H (0.03, 3.09, 1.04)
H (0.76, 0.96, 1.02)
H (-0.70, 0.36, 1.82)
C (1.82, -3.10, -1.77)
Cl (3.04, -4.27, -2.27)
Cl (1.36, -2.11, -3.15)
Cl (0.40, -3.95, -1.14)
Cl (2.49, -2.07, -0.50)
C (-5.13, 0.93, -0.82)
Cl (-4.64, -0.19, 0.46)
Cl (-6.88, 1.11, -0.81)
Cl (-4.38, 2.50, -0.56)
Cl (-4.59, 0.27, -2.38)
C (-8.25, -2.85, -3.42)
Cl (-6.95, -1.79, -2.86)
Cl (-8.34, -4.28, -2.37)
Cl (-9.79, -1.98, -3.35)
Cl (-7.93, -3.36, -5.08)
C (1.72, -3.74, -7.39)
Cl (2.65, -2.33, -7.89)
Cl (2.24, -5.15, -8.32)
Cl (1.99, -4.03, -5.67)
Cl (0.00, -3.45, -7.68)
C (0.81, -8.24, 0.30)
Cl (-0.63, -8.72, -0.60)
Cl (1.54, -6.83, -0.48)
Cl (0.36, -7.82, 1.95)
Cl (1.98, -9.57, 0.31)
C (-0.07, 7.95, 6.92)
Cl (-1.38, 8.51, 7.97)
Cl (-0.71, 6.77, 5.77)
Cl (0.59, 9.33, 6.03)
Cl (1.20, 7.21, 7.88)
C (3.50, -4.26, -12.69)
Cl (2.44, -3.24, -13.67)
Cl (3.34, -3.81, -10.99)
Cl (3.05, -5.95, -12.89)
Cl (5.17, -4.03, -13.20)
C (4.06, 1.47, 2.15)
Cl (2.65, 2.04, 3.05)
Cl (3.63, 0.02, 1.23)
Cl (4.58, 2.73, 1.03)
Cl (5.36, 1.09, 3.28)
C (0.21, 5.32, 11.75)
Cl (1.17, 4.19, 10.79)
Cl (-0.24, 6.69, 10.74)
Cl (-1.25, 4.50, 12.32)
Cl (1.16, 5.88, 13.13)
C (5.10, -11.75, -1.60)
Cl (3.96, -11.49, -2.92)
Cl (4.24, -11.65, -0.06)
Cl (5.84, -13.34, -1.76)
Cl (6.35, -10.50, -1.65)

Lowest unoccupied orbital energy = -0.134 eV
Energy above the lowest of the compared OMol25 structures with the same formula, charge and spin = 0.0 kcal/mol
Orbital gap = 0.3356 hartree

Listed below, in e, are the Löwdin charges computed for each atom: number 1, C, carries 0.025; number 2, C, carries -0.143; number 3, C, carries -0.288; number 4, O, carries -0.367; number 5, S, carries 0.926; number 6, O, carries -0.393; number 7, O, carries -0.350; number 8, C, carries -0.221; number 9, C, carries -0.273; number 10, C, carries -0.634; number 11, I, carries 0.815; number 12, H, carries 0.046; number 13, H, carries 0.060; number 14, H, carries 0.106; number 15, H, carries 0.115; number 16, H, carries 0.053; number 17, H, carries 0.114; number 18, H, carries 0.121; number 19, H, carries 0.052; number 20, H, carries 0.094; number 21, H, carries -0.020; number 22, H, carries 0.043; number 23, C, carries -2.021; number 24, Cl, carries 0.514; number 25, Cl, carries 0.486; number 26, Cl, carries 0.504; number 27, Cl, carries 0.464; number 28, C, carries -2.040; number 29, Cl, carries 0.506; number 30, Cl, carries 0.525; number 31, Cl, carries 0.559; number 32, Cl, carries 0.475; number 33, C, carries -2.056; number 34, Cl, carries 0.486; number 35, Cl, carries 0.521; number 36, Cl, carries 0.520; number 37, Cl, carries 0.521; number 38, C, carries -2.043; number 39, Cl, carries 0.516; number 40, Cl, carries 0.502; number 41, Cl, carries 0.496; number 42, Cl, carries 0.532; number 43, C, carries -2.043; number 44, Cl, carries 0.528; number 45, Cl, carries 0.488; number 46, Cl, carries 0.526; number 47, Cl, carries 0.486; number 48, C, carries -2.036; number 49, Cl, carries 0.523; number 50, Cl, carries 0.576; number 51, Cl, carries 0.534; number 52, Cl, carries 0.511; number 53, C, carries -2.056; number 54, Cl, carries 0.523; number 55, Cl, carries 0.484; number 56, Cl, carries 0.521; number 57, Cl, carries 0.522; number 58, C, carries -2.040; number 59, Cl, carries 0.537; number 60, Cl, carries 0.486; number 61, Cl, carries 0.536; number 62, Cl, carries 0.537; number 63, C, carries -2.057; number 64, Cl, carries 0.518; number 65, Cl, carries 0.485; number 66, Cl, carries 0.526; number 67, Cl, carries 0.526; number 68, C, carries -2.057; number 69, Cl, carries 0.526; number 70, Cl, carries 0.488; number 71, Cl, carries 0.528; number 72, Cl, carries 0.526

***

[2]
Computed, not measured: an isolated ion of composition C8H15ClNO3S and charge -1, with wB97M-V/def2-TZVPD.

Geometry (Å):
C (0.79, -0.16, -0.42)
C (0.85, 0.20, 2.40)
C (-1.45, 1.28, 2.16)
C (-1.07, -1.27, 1.89)
C (0.57, -0.28, -4.15)
C (1.89, -0.90, -3.51)
C (-0.67, -0.94, -3.77)
C (-0.43, 0.11, 1.64)
N (1.24, 0.77, -1.24)
O (1.12, -1.34, -0.23)
O (2.81, 1.64, -2.86)
O (-0.33, 0.37, 0.24)
S (2.49, 0.33, -2.18)
Cl (-2.09, 0.07, -3.74)
H (1.42, -0.74, 2.38)
H (1.46, 1.10, 1.93)
H (0.74, 0.33, 3.51)
H (-2.19, 1.41, 1.48)
H (-0.91, 2.20, 2.30)
H (-1.78, 0.88, 3.13)
H (-2.13, -1.12, 2.11)
H (-0.80, -1.92, 1.02)
H (-0.60, -1.81, 2.74)
H (0.77, -0.25, -5.30)
H (0.70, 0.74, -3.73)
H (1.53, -1.75, -2.94)
H (2.67, -1.23, -4.11)
H (-0.69, -1.27, -2.72)
H (-0.96, -1.75, -4.51)

Net charge = -1
Lowest unoccupied orbital energy = 3.278 eV
Energy above the lowest of the compared OMol25 structures with the same formula, charge and spin = 0.0 kcal/mol
Orbital gap = 0.2724 hartree

Listed below, in e, are the Löwdin charges computed for each atom: number 1, C, carries -0.711; number 2, C, carries -0.073; number 3, C, carries -0.001; number 4, C, carries -0.040; number 5, C, carries -0.338; number 6, C, carries -0.283; number 7, C, carries -0.687; number 8, C, carries -0.595; number 9, N, carries -0.160; number 10, O, carries -0.020; number 11, O, carries -0.582; number 12, O, carries -0.045; number 13, S, carries 0.816; number 14, Cl, carries 0.554; number 15, H, carries 0.077; number 16, H, carries 0.136; number 17, H, carries 0.094; number 18, H, carries 0.034; number 19, H, carries 0.066; number 20, H, carries 0.075; number 21, H, carries 0.067; number 22, H, carries 0.090; number 23, H, carries 0.077; number 24, H, carries 0.135; number 25, H, carries 0.070; number 26, H, carries 0.055; number 27, H, carries 0.040; number 28, H, carries 0.065; number 29, H, carries 0.085

***

[3]
Computed, not measured: one molecule with the formula C7H8ClN5, with wB97M-V/def2-TZVPD.

Geometry (Å):
C (0.05, 2.43, 1.84)
C (-1.24, -1.46, 0.22)
C (-0.65, -0.85, 1.25)
C (-0.84, -1.47, -1.18)
C (0.34, -0.67, -1.68)
C (1.50, -0.60, -0.76)
C (0.50, 0.06, 1.17)
N (-0.24, 3.51, 1.17)
N (-0.27, 3.17, -0.11)
N (0.00, 1.95, -0.27)
N (-1.56, -2.21, -1.92)
N (0.22, 1.42, 0.94)
Cl (1.67, -0.15, 2.47)
H (0.16, 2.33, 2.89)
H (-2.10, -2.09, 0.41)
H (-1.03, -1.02, 2.26)
H (0.67, -1.11, -2.63)
H (-0.01, 0.35, -1.90)
H (1.92, -1.53, -0.41)
H (2.19, 0.22, -0.88)
H (-1.28, -2.27, -2.90)

Expectation value of S² = 2.01
Lowest unoccupied orbital energy (spin up / spin down) = 0.225 / -2.576 eV
Multiplicity = 3
Orbital gap (spin up / spin down) = 0.2594 / 0.2778 hartree

Listed below, in e, are the Löwdin charges computed for each atom: number 1, C, carries -0.148; number 2, C, carries -0.030; number 3, C, carries -0.099; number 4, C, carries -0.379; number 5, C, carries -0.205; number 6, C, carries -0.041; number 7, C, carries -0.659; number 8, N, carries 0.029; number 9, N, carries -0.031; number 10, N, carries 0.050; number 11, N, carries 0.146; number 12, N, carries -0.116; number 13, Cl, carries 0.731; number 14, H, carries 0.112; number 15, H, carries 0.111; number 16, H, carries 0.110; number 17, H, carries 0.122; number 18, H, carries 0.096; number 19, H, carries 0.073; number 20, H, carries 0.070; number 21, H, carries 0.058

***

F_max list, top to bottom, in Eh/bohr: 0.020, 0.093, 0.079